# 1
Below is a cluster of 2 separate species, C24H27ClN5O6 in total, with properties calculated with the ωB97M-V functional and the def2-TZVPD basis.

The geometry in XYZ format:
```
63
Properties=species:S:1:pos:R:3:forces:R:3
Cl 2.570902 4.588601 2.249032 -0.3 -0.2 -0.3
O -2.200766 1.080865 -6.863767 0.8 0.2 0.9
O 1.040257 -3.427614 4.769006 0.4 0.2 0.4
O -3.935743 1.038535 -8.239875 -0.3 0.0 0.5
O -2.802441 2.809197 -2.647084 0.0 -0.1 0.1
O -1.864609 -1.538000 -1.309786 0.0 -0.3 0.6
O 4.016938 2.038066 1.470711 -0.6 -0.6 0.1
N 3.092496 -2.965250 5.650082 -1.0 -1.1 1.2
N -2.535209 0.063032 -2.680946 -0.4 1.7 -0.9
N -2.023847 3.015035 -4.755852 0.2 -0.1 -0.6
N 2.608583 0.394149 2.213685 -0.7 0.3 -0.4
N 4.915687 -1.998288 4.770581 0.9 0.2 -0.2
C 4.832841 -0.342403 3.040847 0.9 0.4 -0.4
C 0.830130 1.577631 0.145125 -0.2 0.7 0.1
C -2.498952 2.300574 -3.730555 -0.1 0.2 0.7
C -1.465877 -1.952798 -3.610753 -0.2 0.3 0.1
C 5.532100 -1.153846 3.928772 -1.3 0.0 0.0
C 1.599027 -4.635872 6.741740 0.2 0.3 0.1
C -2.654990 0.787134 -3.957201 0.0 -0.4 -0.3
C 0.413769 4.290978 0.637302 0.1 -0.2 0.0
C 1.524553 3.652760 1.201046 -0.4 -0.3 -0.4
C -4.395310 1.231181 -5.905331 0.1 -0.4 0.4
C 2.826276 -1.267799 3.882429 -0.7 -0.5 0.5
C 2.885841 1.573303 1.543933 2.2 0.2 0.5
C 0.180623 -5.176342 6.947453 0.6 -0.2 -0.4
C -1.980034 -1.122302 -2.453611 0.7 -0.9 0.2
C -0.484989 3.583962 -0.166074 0.4 -0.2 0.2
C -3.432461 1.090564 -7.098022 -0.5 0.1 -1.4
C 1.257476 -6.073396 6.349130 -0.4 0.4 0.2
C 1.746424 2.281908 0.951790 -1.3 0.2 -0.3
C 3.442829 -0.379922 3.018728 0.3 -0.2 0.2
C -1.863633 4.465121 -4.759725 -0.3 -0.5 0.4
C 3.586443 -2.070029 4.732125 0.9 1.1 -1.1
C -0.275289 2.227015 -0.408028 0.2 0.0 0.0
C -3.997406 0.439287 -4.640529 -0.1 0.5 -0.3
C 1.875447 -3.606134 5.642969 -1.1 -0.7 -0.6
H -0.974195 1.679138 -1.033682 0.1 0.1 0.1
H -1.808489 4.824508 -5.788344 0.0 -0.2 0.1
H -0.950592 4.734201 -4.228113 0.0 0.2 0.0
H -0.691784 -1.402178 -4.141237 0.0 0.0 -0.2
H 6.616529 -1.101672 3.940918 -0.1 -0.2 0.2
H -3.991142 -0.620973 -4.894250 0.1 -0.1 0.1
H -5.387012 0.884055 -6.206458 0.1 0.1 -0.1
H 0.250369 5.346111 0.830304 0.1 -0.1 0.0
H -1.848562 2.503809 -5.624119 -0.1 -0.3 -0.1
H -4.793356 0.588341 -3.908586 0.0 -0.1 0.2
H -0.140787 -5.385838 7.972202 0.3 0.2 -0.4
H -1.843801 0.484113 -4.616940 -0.1 -0.1 -0.1
H 1.647698 -6.880435 6.976998 -0.1 0.4 -0.3
H -1.346065 4.078080 -0.610804 0.2 -0.1 0.1
H -2.288038 -2.176113 -4.287323 0.1 0.0 -0.2
H 1.620879 0.169249 2.258073 0.2 -0.1 0.1
H 2.205404 -4.494931 7.640613 -0.2 -0.2 -0.2
H -0.612739 -4.822830 6.279384 0.5 0.0 0.2
H -1.050841 -2.880754 -3.222654 -0.1 0.1 0.1
H -2.853395 0.565175 -1.865939 -0.1 0.0 0.1
H 1.746685 -1.324243 3.905470 0.0 -0.1 0.0
H -4.502649 2.287282 -5.649869 0.1 0.1 -0.1
H 0.972725 0.521404 -0.073359 0.1 0.2 0.1
H 1.184969 -6.308422 5.281359 0.0 0.2 0.5
H 5.397831 0.309908 2.387627 -0.2 0.0 0.0
H -2.718324 4.929466 -4.264100 0.1 0.0 0.0
H 3.791596 -3.325352 6.283485 0.1 0.1 -0.1
```
Positions in Å, forces in eV/Å.

Calculated values
* frontier orbital gap: 7.10 eV
* LUMO energy: 2.076 eV
* net charge: -1

# 2
Below is a structure of composition C24H27F4N5SZr, with properties calculated with the ωB97M-V functional and the def2-TZVPD basis.

The geometry in XYZ format:
```
62
Properties=species:S:1:pos:R:3:forces:R:3
Zr 0.290597 -0.074870 0.261120 0.5 0.0 0.3
S 2.472369 -0.770960 1.447910 0.0 -0.1 0.0
F -2.005597 0.673184 0.091909 0.0 0.0 0.0
F -4.211365 -0.206817 4.964934 0.0 0.0 0.0
F -1.964222 -1.514960 4.251109 0.0 0.0 0.0
F -4.260324 2.035112 0.830804 0.0 0.0 0.0
N 4.227131 0.230440 -0.330180 0.1 0.0 0.1
N -0.783970 -1.035440 1.687822 -0.1 0.0 0.0
N 4.890711 -1.592796 0.891801 0.0 0.0 0.0
N -0.657743 -2.038249 -0.821087 0.1 -0.1 0.0
N 1.273426 1.193237 -1.481172 0.0 0.0 -0.2
C -2.585866 0.486370 1.339108 0.0 0.0 0.0
C -2.530858 -0.650662 3.412186 0.0 0.0 0.0
C -3.723426 1.175383 1.686486 0.0 0.0 0.0
C -2.140370 -2.144285 -0.964999 0.0 0.0 0.0
C -0.124467 2.450961 2.217449 0.0 -0.1 0.0
C 2.429508 1.498803 -3.560666 0.0 0.1 0.0
C 0.346378 4.735413 1.649773 0.0 0.1 -0.1
C 2.189060 3.325108 -2.033159 0.0 0.0 0.1
C 1.744726 0.724498 -2.660015 0.0 0.0 0.2
C -0.734627 -2.505060 1.645786 -0.1 0.0 0.0
C 2.657858 2.833227 -3.232071 0.0 -0.1 -0.1
C 0.869513 4.325995 0.434036 0.1 -0.1 0.1
C -2.659951 -3.525212 -1.332035 0.0 0.0 0.0
C -3.687251 0.030555 3.773148 0.0 0.0 0.0
C 3.970354 -0.698539 0.581873 -0.1 0.1 0.0
C -1.953231 -0.428898 2.170803 0.0 0.1 0.0
C 1.477348 2.500152 -1.160378 0.0 0.0 -0.2
C -0.128671 3.797271 2.551120 0.0 0.0 0.1
C -0.503022 -1.743839 -3.313471 0.0 0.0 0.0
C 0.384095 2.005209 0.992457 -0.2 -0.1 0.1
C 0.049769 -2.425575 -2.074400 -0.1 0.0 0.0
C 0.922409 2.966441 0.126068 -0.2 0.2 -0.3
C -4.287883 0.945205 2.927726 0.0 0.0 0.0
C -0.156967 -2.918424 0.286108 -0.1 0.1 -0.1
H 0.006734 -3.511339 -2.200530 0.0 0.0 0.0
H 2.375238 4.353408 -1.764723 0.0 0.0 0.0
H -1.738355 -2.911586 1.781310 0.0 0.0 0.0
H -2.446748 -4.270800 -0.566038 0.0 0.0 0.0
H 2.774320 1.074373 -4.492347 0.0 0.0 0.0
H 1.566960 -0.321712 -2.865226 0.0 0.0 0.0
H 5.835357 -1.542553 0.539593 0.0 0.0 0.0
H 0.185976 -1.882242 -4.146307 0.0 0.0 0.0
H 0.933407 -2.832511 0.294042 0.0 0.0 0.0
H -0.109259 -2.909336 2.444049 0.0 0.0 0.0
H -3.743591 -3.470992 -1.430392 0.0 0.0 0.0
H -0.524247 1.745046 2.937814 0.0 0.0 0.0
H 3.611287 1.023536 -0.410070 0.0 0.0 0.0
H 0.308053 5.788897 1.891087 0.0 0.0 0.0
H 3.201179 3.478980 -3.909421 0.0 0.0 0.0
H 1.112633 -2.190302 -1.928566 0.0 0.0 0.0
H -0.519996 4.116386 3.508199 0.0 0.0 0.0
H -2.267281 -3.885985 -2.282353 0.0 0.0 0.0
H -5.185174 1.466370 3.232155 0.0 0.0 0.0
H -0.652982 -0.670974 -3.166966 0.0 0.0 0.0
H -2.581308 -1.824472 -0.022772 0.0 0.0 0.0
H 1.224289 5.077676 -0.256946 0.0 0.0 0.0
H -0.375307 -3.966793 0.076423 0.0 0.0 0.0
H -1.457977 -2.169761 -3.615401 0.0 0.0 0.0
H 5.141162 0.308022 -0.752177 0.0 0.0 0.0
H -2.444762 -1.411251 -1.709954 0.0 0.0 0.0
H 4.674953 -2.318064 1.557615 0.0 0.0 0.0
```
Positions in Å, forces in eV/Å.

Calculated values
* frontier orbital gap: 7.66 eV
* LUMO energy: -6.631 eV
* net charge: +2

# 3
Below is an isolated molecule of C24H27FN4O3, with properties calculated with the ωB97M-V functional and the def2-TZVPD basis.

The geometry in XYZ format:
```
59
Properties=species:S:1:pos:R:3:forces:R:3
F -6.450503 -3.443411 3.543784 0.1 0.2 -0.1
O 2.516077 2.067608 -2.260345 0.0 0.0 -0.1
O -0.962197 -3.821976 0.034074 0.2 -0.2 0.0
O 5.009763 0.489191 1.197173 0.3 0.0 0.1
N 3.763463 1.298094 -0.532181 0.1 0.2 -0.1
N 2.989319 -0.432200 0.825785 0.1 -0.2 0.3
N -4.453722 -1.832101 2.418536 0.2 -0.1 0.4
N -2.570579 -2.266950 0.328929 -0.2 0.0 -0.1
C -3.434643 -0.858402 2.110717 0.0 0.2 -0.3
C -2.995199 -0.921135 0.635050 0.0 0.4 0.4
C -5.796888 -1.510177 2.294296 -0.3 0.0 0.1
C -8.547307 -0.845034 2.180562 0.0 0.0 0.0
C 2.630258 1.293652 -1.334443 -0.1 0.0 0.0
C -0.322887 -1.566867 -0.270380 0.4 0.1 -0.1
C -1.302716 -2.653619 0.057947 0.0 0.0 0.0
C 1.818694 -0.546815 0.120285 -0.4 0.3 -0.5
C 6.591755 3.796641 -2.938141 0.3 -0.1 0.1
C 5.804682 1.615786 -1.867533 0.1 0.1 0.2
C -6.251019 -0.338234 1.677547 0.1 -0.1 0.0
C 6.986251 2.532828 -2.176401 -0.3 0.0 -0.2
C -7.593446 -0.011822 1.626491 -0.1 0.1 0.0
C -3.983358 -3.169698 2.115057 0.0 -0.3 -0.4
C -3.572147 -3.267537 0.639959 0.0 -0.4 0.2
C -6.792680 -2.313609 2.870102 -0.2 -0.1 0.0
C 0.434018 0.199459 -1.711689 0.1 0.0 0.1
C 7.817655 4.600003 -3.356083 -0.3 0.0 0.0
C 3.998332 0.455699 0.536935 -0.2 -0.3 0.2
C -0.525390 -0.726696 -1.369475 0.0 0.0 0.0
C 0.848353 -1.486555 0.461722 -0.1 0.0 0.0
C -8.134443 -2.006892 2.809593 0.2 0.0 0.0
C 1.608851 0.306123 -0.967646 -0.2 -0.3 0.1
C 4.825474 2.238276 -0.873166 0.3 0.2 -0.2
H 5.342904 2.501501 0.050896 -0.1 0.0 -0.1
H 7.705970 1.972861 -2.778157 0.1 0.0 0.0
H -9.594898 -0.595218 2.133674 -0.1 0.0 0.0
H 1.012368 -2.160067 1.289553 0.0 -0.1 0.1
H -2.181348 -0.217569 0.460949 -0.1 0.0 0.0
H 7.481514 2.808568 -1.242773 0.1 0.0 0.0
H -5.544963 0.336513 1.220644 0.1 0.0 0.0
H -3.142919 -4.247012 0.425331 -0.1 0.1 0.0
H 3.165989 -1.057464 1.600870 0.1 0.2 -0.1
H -2.565196 -1.091208 2.737154 0.0 0.1 0.0
H 5.952752 4.422434 -2.313545 -0.1 0.0 0.0
H -3.838501 -0.663741 -0.016523 0.1 0.1 0.0
H 8.458943 4.009404 -4.006886 0.1 0.0 -0.1
H 6.180211 0.683324 -1.439396 -0.1 0.0 0.0
H -3.114075 -3.378005 2.747393 0.0 -0.1 0.0
H 0.307377 0.859396 -2.556027 0.0 0.1 -0.1
H -1.427574 -0.820472 -1.954306 -0.1 0.0 -0.1
H -7.893001 0.902619 1.136921 0.0 0.1 0.0
H -4.446497 -3.099679 0.000435 0.0 0.0 0.0
H 5.269708 1.380143 -2.790147 0.0 -0.1 0.0
H -3.779711 0.142226 2.369632 0.0 0.0 0.0
H -8.839070 -2.677700 3.275454 0.0 -0.1 0.1
H 4.345094 3.116627 -1.305233 0.1 -0.1 0.1
H -4.746792 -3.912594 2.326030 0.0 0.1 0.0
H 7.522117 5.499603 -3.890713 0.1 0.1 -0.1
H 6.019653 3.517858 -3.825430 -0.1 0.0 0.0
H 8.396124 4.894022 -2.482863 0.1 0.1 0.1
```
Positions in Å, forces in eV/Å.

Calculated values
* frontier orbital gap: 8.10 eV
* LUMO energy: 0.022 eV
* SMILES string: CCCCCn1c(=O)[nH]c2cc(C(=O)N3CCN(c4ccccc4F)CC3)ccc2c1=O
* net charge: 0

# 4
Below is a structure of composition C24H27N5O3Se3Zr, with properties calculated with the ωB97M-V functional and the def2-TZVPD basis.

The geometry in XYZ format:
```
63
Properties=species:S:1:pos:R:3:forces:R:3
Zr -0.070436 -1.055360 -0.514798 0.0 0.3 -0.9
Se -2.995929 5.297989 0.769451 0.0 -0.1 -0.3
Se 1.421003 0.857339 0.997929 -1.0 0.0 0.0
Se -1.121222 4.723265 -0.391838 0.2 -0.7 1.3
O -1.941787 -2.225444 -0.261825 0.2 0.1 -0.9
O 2.499647 -3.207219 2.068968 -0.7 0.7 -0.6
O 0.440896 -0.284985 -2.301387 -0.2 0.5 -0.6
N 0.542835 -2.283542 1.192041 0.2 0.3 -0.6
N 2.171426 1.224517 -2.849724 -0.8 -0.9 0.4
N 1.882382 -1.580424 -0.919508 -0.3 0.9 -1.4
N -1.970575 0.391996 -1.211715 0.1 -0.1 0.6
N -2.006157 -0.928574 1.611109 0.3 0.3 1.6
C -1.472891 -1.939722 2.471439 -0.9 0.9 0.2
C 1.866061 -2.650482 1.158839 1.1 -1.5 2.1
C -2.912141 -0.018306 -0.329364 1.8 -1.0 -0.7
C -4.080614 0.614531 -0.141423 -2.8 0.5 0.7
C 2.524828 -2.466235 -0.150170 -0.4 -1.0 1.3
C -4.371053 1.684295 -1.028370 -0.8 -1.2 1.4
C 1.699817 -0.168511 -2.943056 -0.5 -0.7 0.8
C -0.753397 -3.885888 4.372633 -1.3 2.2 -1.3
C -2.359153 -1.214140 0.426117 -0.1 0.4 -0.6
C 0.158825 5.847671 0.551703 0.0 -0.9 1.4
C -2.245711 -2.103723 3.636086 0.4 -0.9 0.1
C 0.751203 2.481399 0.102000 -1.5 -0.2 -1.3
C -3.433199 2.042431 -1.945992 -1.5 1.7 -0.6
C -1.934207 -3.100083 4.545938 0.7 -0.3 0.7
C 0.024518 -3.626640 3.259331 -1.4 1.3 -0.9
C -0.289208 -2.616278 2.272833 0.1 -1.1 1.5
C -2.233987 1.447466 -1.976533 2.0 -0.8 0.2
C -0.464519 3.132666 0.745432 0.5 0.6 -0.3
C 1.620013 -0.569923 -4.421235 -2.2 0.2 0.9
C 3.393502 -3.403003 -0.576226 0.6 0.9 -1.3
C 0.425238 0.834487 2.723730 1.7 -1.0 -0.4
C 2.628534 -1.091130 -2.082835 0.3 0.1 0.3
C 3.465509 -3.408345 -2.052919 0.8 0.9 0.7
C 3.158310 -2.320784 -2.793872 -0.4 0.3 0.5
H -0.259982 3.570536 1.745219 -0.3 -0.3 -0.7
H 1.525655 3.212636 -0.021822 0.7 0.1 0.1
H 3.129466 -2.223704 -3.877836 0.4 -0.8 0.3
H -3.067345 -1.417395 3.785903 -0.1 -0.1 0.0
H 0.850985 0.109444 -4.860402 0.8 -0.3 -0.1
H 2.584155 -0.524617 -4.884466 0.4 0.2 -0.5
H -5.310693 2.221946 -1.004734 0.0 -0.1 0.2
H -2.516732 -3.263657 5.470230 0.2 0.3 -0.7
H -0.596442 1.074578 2.619950 -1.1 0.3 -0.3
H 1.177202 -1.565855 -4.499073 0.3 0.0 -0.1
H 1.911748 1.700880 -3.702156 0.3 0.2 0.0
H 3.160387 1.140524 -2.746688 0.7 0.6 -0.3
H 0.460230 2.114038 -0.932038 0.6 0.4 1.2
H -1.320544 2.490376 0.781017 -0.5 -0.4 0.1
H 3.826234 -4.305197 -2.479704 0.3 -0.8 -0.8
H 3.990857 -4.007628 0.116132 -0.7 0.0 -0.5
H 3.403526 -0.369819 -1.704869 0.2 -0.9 -0.1
H -1.447872 1.907928 -2.563344 0.3 -0.6 -0.2
H -4.786020 0.206727 0.664352 1.0 1.0 -1.4
H -0.472957 -4.524703 5.162213 0.4 -1.0 0.4
H -3.642456 2.863420 -2.617006 0.1 0.1 0.0
H 0.851661 -4.160136 2.953770 1.8 -1.3 0.3
H 0.967476 1.573238 3.305582 -0.1 -0.4 0.6
H 1.150537 5.661431 0.125138 -0.1 0.2 0.3
H 0.034904 5.446391 1.624227 0.5 1.1 -1.7
H 0.513529 -0.249898 3.027256 0.1 1.4 0.1
H -0.135871 6.887204 0.500359 -0.1 0.1 -0.1
```
Positions in Å, forces in eV/Å.

Calculated values
* frontier orbital gap: 6.94 eV
* LUMO energy: -0.446 eV
* net charge: 0

Q: Which relative energy (zero: lowest compared OMol25 entry of this formula, charge and spin) values were calculated for the entries above? A: 0.000, 0.492, 0.392, 4.217, in eV.
Q: Which M values were calculated for the entries above? A: 516.96, 584.80, 438.50, 761.62, in g/mol.